[1]
The following is a DFT calculation (ωB97M-V/def2-TZVPD) of 9 unconnected molecules or ions with the total composition C36H57N9O12.

XYZ file:
```
114
Properties=species:S:1:pos:R:3
O -16.240 -17.597 22.497
N -16.209 -16.460 23.074
O -16.975 -16.103 23.953
C -15.728 -15.352 22.233
C -15.537 -15.522 20.672
C -14.801 -14.339 19.819
C -14.460 -13.210 20.553
C -14.663 -12.979 21.902
C -15.230 -13.999 22.896
H -15.725 -16.330 20.178
H -14.600 -14.377 18.648
H -14.031 -12.238 19.965
H -14.222 -12.040 22.395
H -15.349 -13.988 23.891
O -11.049 -12.399 15.074
N -11.462 -12.566 16.220
O -12.663 -12.447 16.571
C -10.440 -12.707 17.264
C -8.940 -12.582 16.880
C -7.834 -12.459 17.997
C -8.274 -12.841 19.420
C -9.627 -13.062 19.692
C -10.770 -13.004 18.671
H -8.808 -12.243 16.000
H -6.804 -12.306 17.641
H -7.654 -12.870 20.382
H -10.071 -13.216 20.744
H -11.844 -13.157 18.856
O -17.975 -14.739 28.300
N -18.385 -13.464 28.175
O -18.883 -12.738 29.127
C -18.396 -12.833 26.848
C -18.549 -11.329 26.679
C -18.434 -10.659 25.349
C -18.281 -11.560 24.142
C -18.442 -12.991 24.303
C -18.376 -13.689 25.568
H -18.619 -10.749 27.602
H -18.373 -9.395 25.159
H -18.147 -11.180 23.186
H -18.304 -13.592 23.431
H -18.273 -14.658 25.781
C -18.227 -15.392 13.594
N -17.415 -15.263 14.674
C -16.579 -16.452 14.963
C -17.425 -14.232 15.524
O -16.703 -14.283 16.547
H -18.360 -16.412 13.016
H -17.919 -14.740 12.885
H -19.093 -14.982 13.863
H -15.895 -16.388 16.003
H -16.076 -16.733 14.043
H -17.136 -17.293 15.011
H -17.923 -13.353 15.065
C -13.841 -17.772 24.654
N -13.019 -16.731 23.978
C -12.703 -15.649 24.879
C -12.407 -16.755 22.831
O -11.608 -15.878 22.356
H -13.939 -18.670 23.972
H -14.869 -17.535 24.758
H -13.443 -18.118 25.518
H -11.762 -15.751 25.227
H -13.494 -15.847 25.828
H -12.778 -14.692 24.392
H -12.756 -17.477 21.975
C -10.159 -9.210 19.048
N -11.472 -9.539 19.652
C -12.645 -9.051 18.998
C -11.532 -10.097 20.964
O -12.616 -10.461 21.471
H -9.634 -8.403 19.606
H -10.277 -9.086 18.030
H -9.465 -10.121 19.366
H -12.735 -7.967 19.373
H -13.577 -9.632 19.212
H -12.537 -9.000 17.871
H -10.582 -10.120 21.542
C -14.700 -19.472 20.091
N -14.730 -18.899 18.750
C -16.109 -18.715 18.258
C -13.557 -18.586 18.099
O -13.673 -18.049 17.031
H -14.192 -18.857 20.643
H -13.920 -20.334 20.078
H -15.717 -19.922 20.404
H -17.123 -18.740 18.826
H -16.283 -19.545 17.654
H -16.383 -17.734 17.852
H -12.798 -18.934 18.487
C -18.585 -13.373 19.794
N -19.675 -13.941 20.645
C -19.196 -15.288 21.301
C -20.839 -13.386 20.879
O -21.679 -13.648 21.649
H -18.863 -12.370 19.562
H -18.348 -13.755 18.822
H -17.713 -13.244 20.308
H -19.680 -15.472 22.340
H -18.136 -15.263 21.127
H -19.745 -16.019 20.639
H -20.972 -12.552 20.222
C -12.569 -11.388 25.360
N -11.419 -12.088 25.094
C -11.065 -12.246 23.648
C -10.524 -12.328 26.090
O -9.394 -12.732 25.844
H -13.481 -11.969 25.018
H -12.681 -10.464 24.867
H -12.759 -11.222 26.378
H -10.688 -13.232 23.288
H -10.110 -11.445 23.448
H -12.007 -12.159 23.055
H -10.756 -12.070 27.127
```

E in eV: -76210.0966
HOMO-LUMO gap in hartree: 0.283
E_HOMO in eV: -9.19
ΔE to the lowest compared entry with this formula, charge and spin in eV: 18.721
SMILES: O=[N+]([O-])c1ccccc1.O=[N+]([O-])c1ccccc1.O=[N+]([O-])c1ccccc1.CN(C)C=O.CN(C)C=O.CN(C)C=O.CN(C)C=O.CN(C)C=O.CN(C)C=O

=====

[2]
The following is a DFT calculation (ωB97M-V/def2-TZVPD) of 2 unconnected molecules or ions with the total composition C4H6OS.

XYZ file:
```
12
Properties=species:S:1:pos:R:3
C -0.924 0.045 0.032
C -0.239 -1.038 -0.246
C -0.907 -2.351 -0.095
O -2.029 -2.629 -0.430
H -1.974 0.114 0.068
H -0.467 1.099 0.014
H 0.802 -0.955 -0.452
H -0.184 -3.010 0.440
C 2.638 0.758 -0.674
S 3.020 0.213 0.770
H 2.720 1.807 -0.906
H 2.232 0.066 -1.382
```

E in eV: -17125.2070
HOMO-LUMO gap in hartree: 0.314
E_HOMO in eV: -9.23
ΔE to the lowest compared entry with this formula, charge and spin in eV: 2.923
SMILES: C=CC=O.C=S

=====

[3]
The following is a DFT calculation (ωB97M-V/def2-TZVPD) of C19H25N5O3S in the gas phase.

XYZ file:
```
53
Properties=species:S:1:pos:R:3
C -1.452 -1.413 -2.764
C -0.480 -1.031 -1.652
N -1.070 -1.245 -0.354
C -1.006 -2.338 0.470
C -0.187 -3.557 0.219
N 1.147 -3.412 0.766
C 2.199 -3.028 0.005
O 2.100 -2.860 -1.199
C 3.485 -2.871 0.738
C 3.551 -2.383 2.039
C 4.783 -2.244 2.653
C 5.942 -2.593 1.984
C 5.895 -3.069 0.678
C 7.153 -3.448 -0.039
C 4.658 -3.195 0.065
N -1.719 -2.132 1.542
N -2.284 -0.920 1.455
C -1.895 -0.396 0.322
S -2.335 1.169 -0.287
C -3.280 1.775 1.157
C -3.087 3.272 1.329
O -2.430 3.710 2.252
N -3.702 4.079 0.436
C -4.387 3.697 -0.778
C -3.579 4.199 -1.983
O -3.381 5.591 -1.920
C -2.704 5.957 -0.738
C -3.482 5.512 0.504
H -0.980 -1.249 -3.728
H -1.730 -2.462 -2.686
H -2.353 -0.806 -2.707
H -0.226 0.030 -1.728
H 0.438 -1.621 -1.721
H -0.079 -3.734 -0.854
H -0.678 -4.409 0.694
H 1.245 -3.483 1.766
H 2.656 -2.078 2.563
H 4.838 -1.857 3.660
H 6.898 -2.485 2.475
H 7.929 -2.703 0.126
H 7.523 -4.403 0.336
H 6.978 -3.545 -1.107
H 4.583 -3.551 -0.953
H -4.326 1.500 1.027
H -2.869 1.261 2.025
H -4.516 2.620 -0.849
H -5.373 4.179 -0.782
H -4.117 4.008 -2.913
H -2.610 3.676 -2.006
H -2.606 7.043 -0.765
H -1.703 5.499 -0.721
H -2.922 5.729 1.413
H -4.453 6.017 0.533
```

E in eV: -44537.6677
HOMO-LUMO gap in hartree: 0.339
E_HOMO in eV: -8.55
ΔE to the lowest compared entry with this formula, charge and spin in eV: 0.703
SMILES: CCn1c(CNC(=O)c2cccc(C)c2)nnc1SCC(=O)N1CCOCC1

=====

[4]
The following is a DFT calculation (ωB97M-V/def2-TZVPD) of a molecular structure, C30H28F9N4O9TeY.

XYZ file:
```
82
Properties=species:S:1:pos:R:3
Y 0.374 0.417 0.282
O -3.451 -3.719 -1.158
C -4.187 -2.630 -1.421
C -5.515 -2.795 -1.828
C -6.306 -1.698 -2.111
C -5.790 -0.417 -2.001
C -4.479 -0.243 -1.598
C -3.659 -1.328 -1.307
C -2.259 -1.058 -0.851
O -1.845 0.129 -0.787
N -1.569 -2.145 -0.536
N -0.343 -1.916 0.045
C 0.321 -2.973 0.368
C 1.551 -2.968 1.108
C 2.309 -4.145 1.151
C 3.499 -4.226 1.838
C 3.968 -3.098 2.509
C 3.241 -1.934 2.512
C 1.990 -1.817 1.848
O 1.303 -0.731 1.940
H -2.545 -3.360 -0.845
H -5.914 -3.797 -1.911
H -7.335 -1.846 -2.412
H -6.416 0.439 -2.214
H -4.051 0.743 -1.490
H -0.076 -3.955 0.075
H 1.950 -5.008 0.599
H 4.062 -5.151 1.860
H 4.922 -3.141 3.021
H 3.605 -1.061 3.031
C -1.945 -0.087 -4.451
O -1.683 1.190 -3.894
C -0.714 1.230 -2.943
O 0.026 0.315 -2.673
N -0.624 2.486 -2.431
N 0.051 2.619 -1.207
H -2.583 0.087 -5.316
H -2.472 -0.710 -3.724
H -1.012 -0.573 -4.738
H -1.428 3.082 -2.606
H -0.584 2.844 -0.429
H 0.812 3.294 -1.252
C -3.975 -0.016 2.090
C -2.641 0.614 2.487
C -2.701 1.089 3.946
O -1.633 -0.381 2.320
C -2.338 1.870 1.593
O -3.228 2.699 1.425
O -1.155 1.946 1.154
H -4.344 -0.655 2.891
H -3.840 -0.619 1.199
H -4.694 0.771 1.879
H -2.884 0.241 4.609
H -3.510 1.811 4.051
H -1.767 1.563 4.241
H -0.812 -0.053 2.713
Te 3.127 0.800 -0.433
C 3.979 -0.221 -2.089
C 5.363 -0.161 -2.260
C 5.989 -0.731 -3.347
C 5.241 -1.388 -4.314
C 3.864 -1.448 -4.170
C 3.245 -0.876 -3.074
H 5.944 0.363 -1.512
H 7.067 -0.666 -3.452
H 5.728 -1.851 -5.165
H 3.269 -1.947 -4.928
H 2.167 -0.917 -2.980
F 3.762 3.470 3.823
C 3.303 2.652 2.841
F 4.300 2.573 1.965
F 3.158 1.449 3.393
C 1.967 3.157 2.204
O 1.626 2.512 1.128
C 2.134 4.687 1.917
F 2.036 5.494 2.995
F 1.208 5.105 1.053
F 3.319 4.970 1.360
C 0.892 2.991 3.324
F 1.349 3.193 4.584
F -0.139 3.825 3.186
F 0.426 1.738 3.301
```

E in eV: -88755.5838
HOMO-LUMO gap in hartree: 0.211
Net charge: -2
E_HOMO in eV: -1.41
ΔE to the lowest compared entry with this formula, charge and spin in eV: 0.937

=====

[5]
The following is a DFT calculation (ωB97M-V/def2-TZVPD) of 17 unconnected molecules or ions with the total composition C23H45BCl32F7N2O8PS2.

XYZ file:
```
121
Properties=species:S:1:pos:R:3
C 1.770 -1.579 1.015
C 1.485 -0.035 1.321
N 0.645 0.717 0.369
P 1.026 0.633 -1.310
C 1.399 -0.873 -2.382
O 0.718 -2.091 -1.987
N 1.582 -3.158 -2.086
O 0.999 -4.086 -1.618
B 0.865 2.312 -2.315
O 0.828 3.583 -1.623
O 0.817 2.317 -3.742
S 3.112 1.150 -1.089
C 3.485 2.616 0.000
O 3.592 1.545 -2.486
O 3.970 0.000 -0.638
S -1.150 0.453 -1.686
O -1.692 1.868 -1.899
O -1.440 -0.252 -3.006
C -2.079 -0.509 -0.395
F -1.442 -1.684 0.040
F -3.275 -0.968 -1.040
C -2.556 0.283 0.899
F -1.932 -0.348 2.017
F -2.177 1.629 0.964
C -4.127 0.217 1.209
F -4.302 0.909 2.441
F -4.595 -1.075 1.460
F -4.913 0.918 0.288
H 2.253 -1.807 0.017
H 2.530 -1.923 1.806
H 0.869 -2.269 1.185
H 2.501 0.440 1.583
H 0.916 -0.018 2.340
H 0.524 1.703 0.649
H 2.518 -1.137 -2.446
H 1.110 -0.626 -3.468
H 0.001 4.019 -1.926
H -0.063 1.979 -4.025
H 4.369 2.354 0.664
H 3.723 3.515 -0.642
H 2.584 2.895 0.667
C 0.822 -3.184 4.563
Cl 1.086 -1.474 4.180
Cl 0.788 -4.177 3.103
H 1.630 -3.529 5.205
H -0.128 -3.287 5.079
C 6.305 0.237 -4.416
Cl 5.823 -0.665 -5.860
Cl 7.662 1.318 -4.759
H 5.459 0.830 -4.071
H 6.601 -0.467 -3.642
C -4.001 0.956 -4.848
Cl -4.447 0.074 -6.314
Cl -2.702 2.110 -5.166
H -4.873 1.495 -4.481
H -3.664 0.245 -4.095
C -3.664 -3.998 -1.117
Cl -3.207 -5.400 -0.141
Cl -3.535 -4.350 -2.844
H -4.694 -3.728 -0.887
H -3.004 -3.172 -0.876
C -4.037 -8.347 2.049
Cl -2.401 -7.773 1.704
Cl -4.235 -8.725 3.764
H -4.749 -7.570 1.774
H -4.227 -9.245 1.465
C -4.117 5.677 -5.016
Cl -2.895 4.956 -3.964
Cl -3.464 7.058 -5.906
H -4.456 4.926 -5.728
H -4.954 6.013 -4.407
C -2.414 -0.054 5.275
Cl -4.052 0.116 5.918
Cl -1.705 -1.604 5.741
H -2.452 0.007 4.191
H -1.795 0.750 5.667
C 3.297 6.532 -0.416
Cl 3.444 5.822 -2.026
Cl 3.767 5.370 0.833
H 3.946 7.403 -0.349
H 2.263 6.829 -0.255
C -0.809 2.034 -8.391
Cl 0.535 1.808 -9.515
Cl -0.251 2.031 -6.714
H -1.289 2.988 -8.601
H -1.523 1.224 -8.526
C -4.483 -0.546 9.667
Cl -6.120 -0.377 10.313
Cl -3.771 -2.099 10.126
H -4.524 -0.483 8.582
H -3.863 0.257 10.061
C 9.225 0.421 -0.925
Cl 7.481 0.218 -1.136
Cl 9.861 1.684 -1.986
H 9.423 0.697 0.109
H 9.722 -0.519 -1.157
C -0.599 -9.905 -0.385
Cl -1.786 -11.213 -0.466
Cl 1.045 -10.520 -0.599
H -0.812 -9.184 -1.173
H -0.672 -9.421 0.587
C -1.936 -5.183 8.606
Cl -1.378 -6.853 8.758
Cl -0.983 -4.296 7.409
H -2.979 -5.185 8.296
H -1.839 -4.689 9.571
C -4.349 4.108 1.410
Cl -3.086 5.142 0.742
Cl -4.753 4.570 3.065
H -5.241 4.193 0.792
H -3.997 3.080 1.408
C 5.588 6.146 -5.342
Cl 6.102 4.466 -5.149
Cl 6.548 6.973 -6.575
H 4.541 6.163 -5.638
H 5.712 6.664 -4.393
C 1.563 2.823 3.968
Cl 2.956 3.016 2.887
Cl 0.109 2.329 3.096
H 1.798 2.068 4.716
H 1.365 3.776 4.455
```

E in eV: -495310.5321
HOMO-LUMO gap in hartree: 0.338
E_HOMO in eV: -9.97

=====

[6]
The following is a DFT calculation (ωB97M-V/def2-TZVPD) of 2 unconnected molecules or ions with the total composition C3H4N2S2.

XYZ file:
```
11
Properties=species:S:1:pos:R:3
C -0.901 0.343 -0.477
C -1.900 -1.054 1.199
C -0.157 0.041 0.611
N -0.665 -0.800 1.558
N 2.461 0.330 -1.128
S -2.428 -0.395 -0.321
S 1.413 0.814 0.957
H -0.518 0.743 -1.457
H -2.432 -1.851 1.628
H 1.814 1.054 -1.499
H 3.312 0.775 -1.071
```

E in eV: -27823.4459
HOMO-LUMO gap (alpha / beta) in hartree: 0.271 / 0.274
E_HOMO (alpha / beta) in eV: -8.75 / -8.75
ΔE to the lowest compared entry with this formula, charge and spin in eV: 3.343

=====

[7]
The following is a DFT calculation (ωB97M-V/def2-TZVPD) of a molecular structure, C17H27CaCl2FO7.

XYZ file:
```
55
Properties=species:S:1:pos:R:3
O -3.263 0.994 -4.292
C -2.384 0.234 -4.450
F -2.597 -1.095 -4.557
C -0.917 0.563 -4.549
C -0.117 0.000 -3.386
Cl 1.608 -0.170 -3.876
O -0.210 0.888 -2.296
C -0.152 0.371 -0.971
C 0.195 1.603 -0.129
C -0.793 2.792 -0.172
C -1.583 2.956 1.152
O -1.527 1.727 1.864
C 1.024 -0.608 -0.785
O 1.080 -0.951 0.591
C 1.980 -2.041 0.869
C 3.207 -1.550 1.632
C 2.932 -0.918 2.998
C 2.398 0.506 3.034
O 2.919 1.163 4.168
C 1.232 -3.145 1.654
C -0.261 -3.000 1.492
O -0.960 -2.364 2.192
Cl -0.905 -3.864 0.091
C -1.446 -0.319 -0.508
C -2.715 0.382 -0.989
C -4.042 -0.419 -0.892
O -3.533 0.758 0.025
H -0.772 1.637 -4.654
H -0.527 0.093 -5.456
H -0.464 -1.001 -3.124
H 0.356 1.320 0.925
H 1.127 1.944 -0.637
H -1.450 2.671 -1.032
H -0.275 3.750 -0.344
H -1.125 3.743 1.772
H -2.611 3.254 0.938
H -1.926 1.832 2.736
H 1.973 -0.171 -1.131
H 0.841 -1.518 -1.368
H 2.311 -2.472 -0.079
H 3.784 -0.854 1.009
H 3.832 -2.430 1.809
H 3.882 -0.874 3.538
H 2.262 -1.522 3.609
H 1.303 0.536 3.078
H 2.798 1.084 2.144
H 2.259 1.720 4.595
H 1.547 -4.117 1.279
H 1.432 -3.113 2.724
H -1.444 -1.328 -0.927
H -1.516 -0.343 0.578
H -2.616 0.986 -1.888
H -4.916 -0.720 -0.317
H -3.485 -1.337 -0.572
Ca 2.249 2.737 0.885
```

E in eV: -78579.1790
HOMO-LUMO gap in hartree: 0.169
Net charge: +2
E_HOMO in eV: -13.87

=====

[8]
The following is a DFT calculation (ωB97M-V/def2-TZVPD) of a molecular structure, C13H6Cl5MnS.

XYZ file:
```
26
Properties=species:S:1:pos:R:3
Mn 0.111 1.213 0.501
C -1.350 1.172 2.622
C -2.277 1.529 1.643
C -2.090 2.691 0.891
C -0.981 3.503 1.124
C -0.052 3.150 2.109
C -0.232 1.982 2.854
H -1.487 0.266 3.196
H -3.137 0.898 1.460
H -2.802 2.960 0.123
H -0.831 4.400 0.539
H 0.809 3.780 2.292
H 0.489 1.710 3.614
Cl 0.973 -0.578 -4.173
C 1.030 -1.654 -2.844
C 0.881 -1.162 -1.539
C 0.924 -2.092 -0.486
Cl 0.781 -1.525 1.162
C 1.117 -3.446 -0.691
Cl 1.195 -4.540 0.623
C 1.241 -3.910 -2.006
Cl 1.458 -5.576 -2.293
C 1.188 -3.019 -3.079
Cl 1.331 -3.605 -4.679
S 1.085 1.644 -1.800
C 0.629 0.209 -1.164
```

E in eV: -118338.7295
HOMO-LUMO gap (alpha / beta) in hartree: 0.239 / 0.270
Net charge: +1
Expectation value of S²: 8.782
E_HOMO (alpha / beta) in eV: -10.72 / -11.90
ΔE to the lowest compared entry with this formula, charge and spin in eV: 0.000
Spin multiplicity: 6